# 1
Here is a structure of composition C16H16Cl3F5HfO from the Open Molecules 2025 dataset. Energies are from ωB97M-V with the def2-TZVPD basis set.

```
42
Properties=species:S:1:pos:R:3:lowdin_charge:R:1
C -0.1011 2.0244 -1.3019 -0.34
C -1.0446 2.5683 -0.3896 -0.35
C -2.0718 1.6050 -0.1861 -0.32
C -0.9626 3.9148 0.2104 -0.11
C -1.8551 0.5113 -1.0537 -0.32
C -0.6613 0.7789 -1.7832 -0.33
C -0.1912 -0.0182 -2.9340 -0.10
C 1.1422 2.6823 -1.7701 -0.10
C -3.1907 1.7645 0.7558 -0.09
C -2.6846 -0.6930 -1.2092 -0.11
Hf 0.8310 0.1214 0.5799 0.83
Cl 0.0839 1.6973 2.3360 -0.09
Cl 3.0177 0.8003 0.9946 -0.04
Cl -0.9868 -1.2637 1.5514 0.11
H 0.0821 4.2538 0.2679 0.06
H -1.3867 3.9169 1.2235 0.04
H -1.5262 4.6225 -0.4172 0.07
H -2.8478 2.1443 1.7258 0.05
H -3.6830 0.8027 0.9178 0.06
H -3.8945 2.4805 0.3198 0.06
H -3.2047 -0.9676 -0.2910 0.04
H -2.0933 -1.5646 -1.5126 0.06
H -3.4269 -0.5045 -1.9843 0.06
H -0.4108 -1.0784 -2.7490 0.07
H 0.8924 0.0829 -3.0536 0.06
H -0.7049 0.2969 -3.8577 0.07
H 1.6419 3.2149 -0.9375 0.06
H 0.8869 3.4224 -2.5517 0.07
H 1.8633 1.9372 -2.1647 0.06
O 1.3999 -0.6545 -1.0935 -0.45
H 2.1491 -1.1584 -1.4095 0.03
F 1.7181 -1.1351 3.6812 0.04
C 1.9166 -2.1184 2.7824 -0.29
C 1.4346 -2.0151 1.4850 -0.31
C 1.3859 -3.1216 0.6484 -0.29
F 0.6876 -3.1749 -0.5072 0.04
C 2.1061 -4.2777 0.9928 -0.15
F 2.2996 -5.2664 0.0888 0.06
C 2.6361 -4.3617 2.2789 -0.17
F 3.2307 -5.5094 2.6754 0.05
C 2.5220 -3.3148 3.1914 -0.15
F 3.0007 -3.4455 4.4503 0.06
```

Values from the calculation:
total charge: -2
gap between HOMO and LUMO: 5.604 eV
largest force on an atom: 3.39 eV/A
HOMO: -0.5 eV
lowest unoccupied orbital energy: 5.12 eV

# 2
Here is a cluster of 4 separate species, C16H16Cl4F2O in total from the Open Molecules 2025 dataset. Energies are from ωB97M-V with the def2-TZVPD basis set.

```
39
Properties=species:S:1:pos:R:3:lowdin_charge:R:1
C 7.4411 -0.8299 -0.1267 -2.05
Cl 8.0592 -2.4243 0.3094 0.51
Cl 6.0021 -0.3990 0.8709 0.49
Cl 8.7392 0.3380 0.2135 0.51
Cl 7.0056 -0.8586 -1.8181 0.54
C -0.4756 -6.7848 -0.9208 -0.03
C 0.9001 -6.1550 -0.7553 -0.45
O 1.7092 -6.0858 -1.7182 0.02
C 1.1988 -5.4562 0.5602 -0.03
H -1.3141 -6.2008 -0.5414 0.08
H -0.4126 -7.7865 -0.4955 0.09
H -0.6150 -6.8145 -2.0014 0.08
H 1.3056 -6.1571 1.3881 0.08
H 0.4741 -4.6746 0.7882 0.08
H 2.1724 -4.9760 0.4618 0.08
F -0.6354 0.3808 -6.2429 0.06
C -1.2047 0.5709 -5.0554 -0.27
C -2.5482 1.0781 -5.0270 -0.01
C -3.1613 1.3002 -3.7531 -0.04
C -2.3188 1.1208 -2.5242 -0.07
C -0.9802 0.7140 -2.6533 -0.12
C -0.4517 0.3910 -3.8717 -0.04
H -3.0854 1.3239 -5.9311 0.10
H -4.1695 1.5825 -3.4882 0.08
H -2.7165 1.2424 -1.5275 0.08
H -0.3343 0.4897 -1.8172 0.10
H 0.4797 -0.1548 -3.9041 0.11
F 0.5731 3.1881 4.3305 0.07
C -0.5601 3.8826 4.2403 -0.29
C -1.8289 3.2378 4.1943 -0.01
C -3.0481 3.9730 4.0588 -0.08
C -2.9876 5.3814 3.9427 -0.08
C -1.7079 6.0041 4.0976 -0.07
C -0.5228 5.2633 4.1400 -0.03
H -1.8630 2.1586 4.2188 0.10
H -3.9850 3.4606 4.2203 0.09
H -3.9235 5.8922 3.7709 0.09
H -1.6723 7.0794 4.1921 0.10
H 0.4626 5.7040 4.1743 0.11
```

Values from the calculation:
total charge: 0
gap between HOMO and LUMO: 9.196 eV
largest force on an atom: 4.32 eV/A
SMILES: ClC(Cl)(Cl)Cl.Fc1ccccc1.Fc1ccccc1.CC(C)=O
HOMO: -9.0 eV
lowest unoccupied orbital energy: 0.22 eV

# 3
Here is a structure of composition C16H16F6N6O2PdSSb from the Open Molecules 2025 dataset. Energies are from ωB97M-V with the def2-TZVPD basis set.

```
49
Properties=species:S:1:pos:R:3:mulliken_spin:R:1
Pd -0.2234 0.1239 1.0005 0.00
O -7.4586 -3.9120 0.1554 0.00
C -6.2253 -3.8371 0.2915 0.00
O -5.2910 -4.5971 -0.0331 0.00
C -4.9604 -3.2334 0.7200 0.00
C -4.4380 -3.4853 2.0770 0.00
C -3.3796 -2.7909 2.5204 0.00
C -2.7248 -1.8165 1.6681 0.00
C -3.1693 -1.6326 0.3092 0.00
C -4.2422 -2.2908 -0.1574 0.00
N -1.6551 -1.0951 2.0956 0.00
C -1.4832 -0.8532 3.3902 0.00
C -0.3611 -0.1097 3.8196 0.00
C -0.0905 0.1419 5.1599 0.00
C 1.0542 0.8730 5.4946 0.00
C 1.8613 1.3302 4.4781 0.00
C 1.5226 1.0653 3.1312 0.00
N 0.4567 0.3628 2.8223 0.00
H -8.0104 -3.1739 0.4972 0.00
H -4.9144 -4.2441 2.6890 0.00
H -2.9825 -3.0184 3.5003 0.00
H -2.6393 -0.9386 -0.3270 0.00
H -4.5982 -2.1414 -1.1712 0.00
H -2.2136 -1.1678 4.1309 0.00
H -0.7583 -0.2286 5.9284 0.00
H 1.2923 1.0781 6.5307 0.00
H 2.7553 1.9054 4.6848 0.00
H 2.1299 1.4417 2.3160 0.00
C 6.5575 1.5349 -5.7264 0.00
C 5.4567 2.0264 -4.8785 0.06
N 4.9883 3.2739 -4.8912 0.16
N 4.0339 3.2950 -3.9864 0.14
C 3.8396 2.1128 -3.3578 -0.12
S 2.7128 1.8039 -2.1778 0.71
N 4.7742 1.3009 -3.9574 0.04
N 4.9423 -0.0344 -3.6050 0.00
H 6.7272 2.2440 -6.5329 0.00
H 6.3288 0.5535 -6.1421 0.00
H 7.4773 1.4549 -5.1409 0.01
H 3.5113 4.1480 -3.8165 -0.01
H 5.9221 -0.2108 -3.4081 0.00
H 4.6311 -0.6283 -4.3674 0.00
F -0.9883 0.1111 -0.8431 0.00
Sb -1.6975 2.1013 -0.9221 0.00
F -0.0570 2.1594 0.2057 0.00
F -0.6171 2.2880 -2.4033 0.00
F -2.1798 3.8488 -0.6728 0.00
F -2.4752 1.5062 0.7128 0.00
F -3.1409 1.3546 -1.8112 0.00
```

Values from the calculation:
total charge: +4
gap between HOMO and LUMO (spin up / spin down): 3.561 / 3.810 eV
largest force on an atom: 0.53 eV/A
HOMO (spin up / spin down): -18.8 / -19.0 eV
lowest unoccupied orbital energy (spin up / spin down): -15.23 / -15.23 eV
spin multiplicity: 2

# 4
Here is a structure of composition C16H16N2NiO7S from the Open Molecules 2025 dataset. Energies are from ωB97M-V with the def2-TZVPD basis set.

```
43
Properties=species:S:1:pos:R:3:mulliken_spin:R:1
Ni 0.2259 -0.0554 0.0384 1.68
O 1.9169 -0.2769 7.7779 0.00
C 1.3618 0.5137 6.8333 0.00
O 1.0300 1.6293 7.1076 0.00
C 1.1949 -0.0672 5.4569 0.00
C 1.3214 -1.4204 5.1656 0.00
C 1.1418 -1.8852 3.8755 0.00
C 0.8389 -0.9979 2.8486 -0.05
C 0.7104 0.3535 3.1389 0.02
C 0.8831 0.8145 4.4300 0.01
N 0.6297 -1.3856 1.4922 0.04
C 0.9183 -2.5296 1.0528 0.00
C 0.6998 -2.8077 -0.3808 0.01
C 0.9886 -4.0272 -0.9528 0.00
C 0.8042 -4.1779 -2.3218 0.00
C 0.3473 -3.1055 -3.0606 0.00
C 0.0753 -1.9091 -2.4033 0.00
N 0.2355 -1.7813 -1.0981 0.05
H 2.2096 -1.1159 7.4042 0.00
H 1.5317 -2.1510 5.9385 0.00
H 1.2261 -2.9468 3.6891 0.00
H 0.5165 1.0581 2.3384 0.02
H 0.7887 1.8661 4.6630 0.00
H 1.3662 -3.3002 1.6769 0.00
H 1.3640 -4.8373 -0.3404 0.00
H 1.0313 -5.1185 -2.8053 0.00
H 0.2155 -3.1789 -4.1304 0.00
H -0.2603 -1.0223 -2.9270 0.00
O 2.3962 1.6777 -2.2449 0.00
S 1.6199 1.7098 -1.0359 -0.01
O 1.6245 2.9448 -0.2863 0.00
O 0.1507 1.2942 -1.3183 0.09
O 2.0188 0.5405 -0.0949 0.10
C -4.1513 0.1705 0.5588 0.00
C -2.7424 0.6629 0.3730 0.00
C -2.4792 2.1048 0.0742 0.00
O -1.8263 -0.1435 0.4755 0.02
H -4.8718 0.9814 0.6245 0.00
H -4.2034 -0.4537 1.4501 0.00
H -4.4047 -0.4623 -0.2949 0.00
H -3.3910 2.6587 -0.1314 0.00
H -1.7641 2.1798 -0.7472 0.00
H -1.9740 2.5500 0.9361 0.00
```

Values from the calculation:
total charge: 0
gap between HOMO and LUMO (spin up / spin down): 6.847 / 6.878 eV
largest force on an atom: 1.28 eV/A
HOMO (spin up / spin down): -8.4 / -8.5 eV
lowest unoccupied orbital energy (spin up / spin down): -1.59 / -1.58 eV
spin multiplicity: 3

# 5
Here is the molecule C16H16N2O3S from the Open Molecules 2025 dataset. Energies are from ωB97M-V with the def2-TZVPD basis set.

```
38
Properties=species:S:1:pos:R:3:lowdin_charge:R:1
O -1.9201 -2.2185 1.4831 0.06
C -2.0804 -1.7046 0.3959 -0.51
N -1.2848 -1.9624 -0.6654 0.08
H -1.4326 -1.4710 -1.5334 0.13
C -0.1108 -2.8072 -0.5705 -0.18
C 1.1468 -2.0037 -0.6193 -0.51
C 2.0169 -1.7267 0.3864 -0.13
C 3.0869 -0.8947 -0.0165 -0.19
C 3.0110 -0.5411 -1.3218 -0.40
S 1.6353 -1.2251 -2.0934 1.03
H 3.6734 0.0801 -1.8906 0.07
H 3.8740 -0.5757 0.6416 0.11
H 1.8996 -2.1081 1.3841 0.12
H -0.1773 -3.3239 0.3905 0.13
H -0.1317 -3.5407 -1.3839 0.12
C -3.1755 -0.6935 0.1067 -0.06
H -4.0505 -0.9437 0.7064 0.13
C -2.7159 0.7201 0.4925 -0.11
N -1.4790 1.1103 -0.1640 0.03
C -1.5645 1.4901 -1.4646 -0.42
O -2.6009 1.4306 -2.0958 0.08
C -0.2609 1.9532 -2.0932 -0.08
H 0.2411 1.0735 -2.5313 0.09
O 0.6089 2.6151 -1.2036 0.00
C 0.7558 1.9957 0.0059 -0.21
C 1.9249 2.2083 0.7191 -0.01
C 2.1062 1.6028 1.9492 -0.10
C 1.1317 0.7592 2.4501 -0.09
C -0.0455 0.5526 1.7514 -0.02
C -0.2619 1.1940 0.5383 -0.12
H -0.7828 -0.1199 2.1577 0.10
H 1.2777 0.2589 3.3946 0.11
H 3.0143 1.7789 2.5045 0.11
H 2.6737 2.8555 0.2916 0.12
H -0.4876 2.6575 -2.8961 0.14
H -3.4880 1.4271 0.1725 0.13
H -2.5812 0.8008 1.5702 0.13
H -3.4462 -0.7039 -0.9491 0.11
```

Values from the calculation:
total charge: 0
gap between HOMO and LUMO: 8.945 eV
largest force on an atom: 0.71 eV/A
SMILES: O=C(CCN1C(=O)COc2ccccc21)NCc1cccs1
HOMO: -8.4 eV
lowest unoccupied orbital energy: 0.57 eV

E_tot (a.u.)
-2622.6529; -2734.9448; -2462.2434; -3162.0564; -1352.7610